[1]
{
  "formula": "C19H29Cl3MnNO4P2",
  "method": "ωB97M-V/def2-TZVPD",
  "species": ["C", "C", "N", "C", "C", "C", "C", "P", "Mn", "P", "C", "C", "C", "C", "C", "C", "C", "O", "O", "H", "H", "H", "C", "C", "H", "H", "H", "H", "C", "C", "H", "H", "H", "H", "H", "H", "H", "H", "H", "H", "H", "H", "H", "H", "H", "H", "H", "H", "H", "H", "H", "H", "Cl", "C", "Cl", "Cl", "C", "O", "O"],
  "positions_angstrom": [[1.059, -3.896, 0.317], [0.955, -2.511, 0.507], [0.151, -1.784, -0.299], [-0.531, -2.370, -1.321], [-0.424, -3.735, -1.576], [0.386, -4.525, -0.729], [1.939, -1.805, 1.449], [1.210, -0.162, 1.904], [-0.201, 0.336, 0.111], [-0.999, 0.276, -2.043], [-1.432, -1.509, -2.195], [-0.099, 2.258, 0.328], [-0.987, 2.809, 1.268], [-1.059, 4.210, 1.423], [-0.255, 5.053, 0.625], [0.631, 4.489, -0.301], [0.744, 3.099, -0.445], [3.966, -1.432, 0.044], [2.811, -0.335, -1.613], [1.691, -4.443, 0.999], [-0.971, -4.148, -2.435], [0.461, -5.588, -0.902], [0.223, -0.300, 3.431], [2.684, 0.814, 2.342], [-1.380, -1.813, -3.258], [-2.489, -1.622, -1.877], [2.895, -1.692, 0.907], [2.068, -2.445, 2.357], [-2.478, 1.255, -2.403], [0.126, 0.556, -3.443], [-1.632, 2.157, 1.854], [-1.761, 4.628, 2.156], [-0.323, 6.133, 0.732], [1.268, 5.124, -0.939], [1.451, 2.654, -1.155], [1.761, 0.050, -0.662], [3.370, 0.379, -1.974], [3.486, -0.960, -0.826], [4.422, -2.287, 0.061], [0.868, 0.576, -1.037], [0.844, -0.719, 4.244], [-0.104, 0.725, 3.672], [-0.664, -0.922, 3.217], [3.008, 0.564, 3.365], [3.501, 0.613, 1.632], [2.417, 1.878, 2.295], [-0.315, 0.198, -4.389], [0.332, 1.633, -3.531], [1.090, 0.056, -3.273], [-2.901, 0.960, -3.375], [-3.205, 1.108, -1.590], [-2.163, 2.308, -2.415], [-4.648, -0.991, 2.979], [-3.928, -1.348, 1.420], [-2.792, -2.737, 1.537], [-5.165, -1.707, 0.206], [-3.154, -0.002, 0.976], [-3.858, 0.916, 0.501], [-1.899, -0.026, 1.149]],
  "charge": 0,
  "e_lumo_ev": [0.2, -0.1],
  "spin_multiplicity": 5,
  "de_lowest_kcal_mol": 50.6,
  "homo_lumo_gap_ev": [6.412, 8.582],
  "largest_force_ev_per_a": 4.60
}

---

[2]
{
  "formula": "C19H29ClIrN2Si2",
  "method": "ωB97M-V/def2-TZVPD",
  "species": ["Ir", "C", "Si", "C", "C", "N", "C", "C", "C", "C", "C", "C", "N", "Si", "C", "C", "C", "H", "H", "H", "H", "H", "H", "H", "H", "H", "H", "H", "H", "H", "H", "H", "H", "H", "H", "H", "H", "H", "H", "Cl", "C", "C", "C", "C", "C", "C", "C", "H", "H", "H", "H", "H", "H", "H"],
  "positions_angstrom": [[-1.139, -0.928, -0.930], [0.400, -2.387, 3.138], [-1.138, -2.303, 2.077], [-1.137, -3.769, 0.925], [-2.676, -2.388, 3.138], [-1.139, -0.899, 1.093], [-1.139, 0.532, 1.545], [-1.139, 0.892, 2.905], [-1.140, 2.238, 3.275], [-1.140, 3.234, 2.298], [-1.140, 2.897, 0.942], [-1.139, 1.548, 0.543], [-1.139, 1.102, -0.901], [-1.138, 2.020, -2.359], [-2.654, 1.511, -3.319], [-1.138, 3.888, -2.267], [0.379, 1.511, -3.317], [0.394, -3.335, 3.713], [0.437, -1.535, 3.845], [1.297, -2.359, 2.485], [-1.137, -4.706, 1.520], [-0.232, -3.736, 0.285], [-2.043, -3.737, 0.285], [-2.669, -3.337, 3.713], [-3.572, -2.362, 2.485], [-2.714, -1.537, 3.845], [-1.139, 0.147, 3.684], [-1.140, 2.509, 4.322], [-1.140, 4.276, 2.594], [-1.140, 3.700, 0.239], [-3.563, 1.811, -2.759], [-2.651, 0.410, -3.458], [-2.648, 2.009, -4.310], [-2.053, 4.247, -1.753], [-1.137, 4.292, -3.301], [-0.223, 4.247, -1.752], [0.377, 0.410, -3.456], [1.288, 1.811, -2.757], [0.374, 2.009, -4.308], [6.955, -0.869, -0.921], [5.235, -0.861, -0.928], [4.538, -0.691, 0.267], [3.140, -0.697, 0.262], [2.439, -0.868, -0.936], [0.988, -0.928, -0.930], [3.148, -1.033, -2.130], [4.546, -1.031, -2.127], [5.073, -0.560, 1.203], [2.607, -0.571, 1.201], [0.448, -1.274, -0.024], [0.427, -1.269, -1.826], [2.622, -1.177, -3.071], [5.088, -1.168, -3.059], [-2.863, -0.928, -0.930]],
  "charge": 0,
  "e_lumo_ev": [-0.9, -1.6],
  "spin_multiplicity": 2,
  "de_lowest_kcal_mol": 49.0,
  "homo_lumo_gap_ev": [6.136, 5.451],
  "largest_force_ev_per_a": 5.96
}

---

[3]
{
  "formula": "C19H29ClN2O4S",
  "method": "ωB97M-V/def2-TZVPD",
  "species": ["C", "C", "O", "C", "C", "C", "N", "C", "O", "C", "C", "C", "C", "C", "N", "S", "O", "O", "C", "C", "C", "C", "Cl", "C", "C", "C", "C", "H", "H", "H", "H", "H", "H", "H", "H", "H", "H", "H", "H", "H", "H", "H", "H", "H", "H", "H", "H", "H", "H", "H", "H", "H", "H", "H", "H", "H"],
  "positions_angstrom": [[-3.568, -1.135, -2.590], [-2.922, 0.250, -2.620], [-2.794, 0.856, -1.355], [-4.026, 1.203, -0.755], [-3.752, 1.910, 0.569], [-3.378, 0.931, 1.684], [-2.163, 0.204, 1.409], [-2.159, -1.100, 1.061], [-3.161, -1.787, 1.047], [-0.776, -1.679, 0.764], [0.119, -1.601, 2.005], [1.502, -2.181, 1.714], [2.146, -1.420, 0.557], [3.595, -1.872, 0.318], [4.289, -1.142, -0.715], [4.918, 0.357, -0.393], [5.561, 0.778, -1.600], [5.661, 0.268, 0.825], [3.499, 1.428, -0.104], [3.245, 1.879, 1.178], [2.088, 2.594, 1.436], [1.201, 2.838, 0.396], [-0.271, 3.676, 0.721], [1.473, 2.418, -0.900], [2.638, 1.711, -1.147], [1.275, -1.577, -0.689], [-0.113, -0.996, -0.433], [-3.349, -1.661, -3.515], [-3.180, -1.709, -1.752], [-4.648, -1.063, -2.484], [-3.488, 0.911, -3.296], [-1.895, 0.176, -2.992], [-4.633, 0.307, -0.573], [-4.584, 1.871, -1.432], [-4.646, 2.456, 0.871], [-2.942, 2.624, 0.418], [-3.255, 1.481, 2.624], [-4.166, 0.184, 1.809], [-1.340, 0.760, 1.245], [-0.935, -2.735, 0.520], [0.230, -0.560, 2.319], [-0.350, -2.148, 2.824], [2.128, -2.104, 2.605], [1.413, -3.239, 1.457], [2.167, -0.361, 0.828], [4.186, -1.719, 1.224], [3.620, -2.935, 0.061], [3.901, -1.209, -1.641], [3.954, 1.646, 1.957], [1.867, 2.948, 2.430], [0.775, 2.632, -1.694], [2.887, 1.379, -2.143], [1.193, -2.636, -0.946], [1.724, -1.056, -1.538], [-0.019, 0.077, -0.256], [-0.740, -1.129, -1.315]],
  "charge": 0,
  "e_lumo_ev": 0.2,
  "de_lowest_kcal_mol": 0.0,
  "homo_lumo_gap_ev": 9.501,
  "smiles": "CCOCCCNC(=O)[C@H]1CC[C@H](CNS(=O)(=O)c2ccc(Cl)cc2)CC1",
  "largest_force_ev_per_a": 0.96
}

---

[4]
{
  "formula": "C19H29FN5",
  "method": "ωB97M-V/def2-TZVPD",
  "species": ["C", "C", "C", "N", "C", "C", "C", "C", "F", "N", "H", "H", "H", "H", "H", "H", "H", "H", "H", "H", "H", "H", "H", "H", "N", "C", "C", "C", "C", "H", "H", "H", "H", "H", "N", "C", "C", "C", "C", "H", "H", "H", "H", "H", "N", "C", "C", "C", "C", "H", "H", "H", "H", "H"],
  "positions_angstrom": [[-1.403, 5.795, -0.837], [-0.436, 4.741, -1.259], [-0.193, 4.630, -2.741], [0.162, 4.076, -0.343], [0.855, 2.869, -0.646], [1.747, 2.463, 0.533], [0.707, 2.184, 1.619], [-0.311, 1.342, 0.893], [-1.593, 1.510, 1.256], [-0.162, 1.722, -0.591], [-1.553, 5.763, 0.239], [-2.345, 5.655, -1.369], [-1.019, 6.783, -1.101], [-0.418, 5.606, -3.170], [-0.862, 3.924, -3.241], [0.837, 4.386, -2.995], [1.413, 2.811, -1.585], [2.420, 3.269, 0.806], [2.281, 1.540, 0.294], [0.247, 3.105, 1.970], [1.099, 1.670, 2.494], [-0.058, 0.284, 0.981], [-1.085, 1.895, -0.993], [0.260, 0.906, -1.033], [0.966, -2.604, 0.775], [1.911, -2.988, -0.143], [2.939, -3.577, 0.541], [2.604, -3.551, 1.923], [1.381, -2.947, 2.037], [0.091, -2.168, 0.554], [1.769, -2.821, -1.197], [3.831, -3.990, 0.102], [3.192, -3.937, 2.739], [0.771, -2.732, 2.899], [0.660, -5.439, 4.180], [0.747, -4.623, 5.277], [0.573, -5.398, 6.392], [0.376, -6.734, 5.951], [0.436, -6.726, 4.584], [0.753, -5.139, 3.226], [0.929, -3.567, 5.178], [0.589, -5.048, 7.411], [0.211, -7.601, 6.569], [0.341, -7.524, 3.868], [-1.644, 1.597, -5.554], [-2.677, 1.194, -6.354], [-3.588, 0.535, -5.574], [-3.088, 0.537, -4.246], [-1.888, 1.198, -4.266], [-0.835, 2.098, -5.872], [-2.678, 1.409, -7.409], [-4.510, 0.099, -5.916], [-3.559, 0.101, -3.380], [-1.191, 1.419, -3.474]],
  "charge": 1,
  "e_lumo_ev": -3.3,
  "homo_lumo_gap_ev": 6.410,
  "largest_force_ev_per_a": 1.03
}

---

[5]
{
  "formula": "C19H29FeI2N6OS",
  "method": "ωB97M-V/def2-TZVPD",
  "species": ["Fe", "C", "C", "N", "C", "C", "S", "C", "C", "N", "H", "H", "H", "H", "H", "H", "H", "H", "H", "H", "H", "H", "H", "H", "I", "C", "C", "C", "I", "C", "O", "C", "C", "N", "C", "C", "C", "C", "C", "C", "N", "C", "H", "H", "H", "H", "H", "H", "H", "H", "H", "H", "H", "N", "N", "H", "H", "H", "H"],
  "positions_angstrom": [[-0.216, 0.532, -0.121], [-2.460, 2.297, -0.954], [-2.504, 1.012, -1.752], [-1.115, 0.514, -1.927], [-0.316, 1.185, -2.983], [0.290, 2.523, -2.611], [1.005, 2.569, -0.930], [0.051, 3.905, -0.146], [-1.028, 3.344, 0.769], [-1.566, 2.092, 0.217], [-3.459, 2.582, -0.622], [-2.083, 3.125, -1.550], [-2.981, 1.161, -2.723], [-3.051, 0.246, -1.207], [-1.194, -0.448, -2.243], [-0.922, 1.305, -3.886], [0.489, 0.494, -3.225], [-0.407, 3.352, -2.697], [1.096, 2.737, -3.311], [-0.342, 4.549, -0.931], [0.755, 4.507, 0.425], [-1.822, 4.078, 0.927], [-0.605, 3.122, 1.748], [-2.130, 1.628, 0.925], [-1.066, -4.512, 5.183], [-1.257, -3.132, 3.642], [-1.976, -3.463, 2.499], [-2.086, -2.546, 1.465], [-3.174, -3.018, -0.250], [-1.497, -1.288, 1.567], [-1.632, -0.391, 0.571], [-0.788, -0.958, 2.723], [-0.169, 0.405, 2.808], [0.761, 0.623, 1.654], [1.890, -0.345, 1.691], [1.698, -1.427, 0.672], [2.481, -2.567, 0.664], [2.204, -3.565, -0.256], [1.152, -3.388, -1.138], [0.444, -2.207, -1.093], [0.706, -1.237, -0.208], [-0.666, -1.881, 3.753], [-2.446, -4.433, 2.413], [-0.927, 1.191, 2.778], [0.383, 0.515, 3.743], [1.172, 1.548, 1.746], [2.829, 0.187, 1.523], [1.954, -0.794, 2.683], [3.270, -2.684, 1.395], [2.791, -4.473, -0.270], [0.881, -4.146, -1.857], [-0.399, -2.067, -1.753], [-0.116, -1.621, 4.649], [2.817, -0.791, -2.705], [2.688, 0.335, -1.813], [3.795, -0.997, -2.891], [2.411, -0.535, -3.597], [3.169, 1.148, -2.201], [3.218, 0.099, -0.981]],
  "charge": 2,
  "e_lumo_ev": [-6.5, -6.6],
  "spin_multiplicity": 2,
  "de_lowest_kcal_mol": 17.1,
  "homo_lumo_gap_ev": [6.599, 6.538],
  "largest_force_ev_per_a": 1.16
}

---

[6]
{
  "formula": "C19H29HfINO5",
  "method": "ωB97M-V/def2-TZVPD",
  "species": ["C", "C", "C", "C", "C", "N", "C", "C", "O", "O", "C", "C", "O", "C", "C", "C", "C", "I", "C", "C", "C", "C", "C", "C", "O", "O", "H", "H", "H", "H", "H", "H", "H", "H", "H", "H", "H", "H", "H", "H", "H", "H", "H", "H", "H", "H", "H", "H", "H", "H", "H", "H", "H", "H", "H", "Hf"],
  "positions_angstrom": [[1.085, 0.818, 5.484], [0.649, 1.520, 4.446], [-0.025, 2.183, 3.119], [1.110, 2.817, 2.171], [0.865, 2.649, 0.586], [0.112, 1.421, 0.176], [-0.938, 1.878, -0.780], [-2.200, 2.594, -0.104], [-2.275, 3.046, 1.067], [-3.359, 2.785, -0.955], [-4.078, 1.546, -1.129], [-5.264, 1.014, -0.186], [-3.779, 0.816, -2.134], [0.983, 0.354, -0.375], [1.697, 0.696, -1.778], [2.312, -0.621, -2.532], [3.048, -0.250, -3.929], [5.082, -1.104, -4.006], [0.089, -1.018, -0.401], [0.903, -2.348, -0.017], [-0.113, -3.605, -0.333], [-0.445, -3.780, -1.897], [-1.401, -3.490, 0.627], [2.195, 0.041, 0.677], [3.432, 0.018, 0.346], [1.948, -0.209, 2.056], [1.240, -0.038, 6.235], [-0.735, 3.003, 3.513], [-0.681, 1.376, 2.640], [2.135, 2.438, 2.520], [1.114, 3.962, 2.380], [1.917, 2.707, 0.089], [0.332, 3.622, 0.240], [-1.362, 1.043, -1.464], [-0.479, 2.653, -1.519], [-4.840, 0.237, 0.548], [-6.076, 0.467, -0.808], [-5.812, 1.837, 0.395], [1.031, 1.205, -2.559], [2.614, 1.404, -1.637], [1.381, -1.255, -2.819], [3.023, -1.224, -1.869], [3.146, 0.885, -4.107], [2.483, -0.665, -4.857], [-0.342, -1.072, -1.481], [-0.807, -0.820, 0.287], [1.132, -2.451, 1.118], [1.842, -2.547, -0.641], [0.468, -4.552, -0.004], [-1.438, -3.254, -2.192], [-0.643, -4.914, -2.065], [0.412, -3.476, -2.595], [-2.376, -3.192, 0.088], [-1.598, -4.453, 1.249], [-1.222, -2.662, 1.427], [2.508, -0.038, 7.690]],
  "charge": 3,
  "e_lumo_ev": -13.6,
  "homo_lumo_gap_ev": 2.668,
  "largest_force_ev_per_a": 6.09
}

---

[7]
{
  "formula": "C19H29LaO",
  "method": "ωB97M-V/def2-TZVPD",
  "species": ["La", "C", "C", "C", "H", "C", "C", "H", "H", "H", "H", "C", "C", "C", "H", "C", "C", "H", "H", "H", "H", "O", "C", "C", "C", "C", "C", "H", "H", "H", "H", "H", "H", "H", "H", "H", "H", "C", "C", "C", "C", "H", "H", "H", "H", "H", "H", "H", "H", "H"],
  "positions_angstrom": [[-0.207, 0.164, -0.018], [0.735, -1.919, 1.602], [-0.683, -2.090, 1.659], [-1.132, -2.509, 0.371], [-1.308, -1.979, 2.548], [0.010, -2.609, -0.485], [1.162, -2.247, 0.282], [2.193, -2.283, -0.065], [1.382, -1.647, 2.440], [-2.158, -2.783, 0.110], [0.016, -2.989, -1.508], [1.749, 1.957, 0.741], [2.434, 0.743, 0.439], [2.353, 0.528, -0.971], [2.955, 0.111, 1.157], [1.619, 1.611, -1.537], [1.236, 2.492, -0.483], [0.692, 3.434, -0.603], [1.688, 2.433, 1.722], [2.815, -0.284, -1.537], [1.444, 1.770, -2.603], [-1.152, 0.656, -1.920], [-0.891, 0.304, -4.383], [-2.296, 0.529, -3.970], [-0.321, -1.039, -4.368], [-0.167, 1.438, -4.959], [-2.238, 1.232, -2.610], [-2.836, -0.424, -3.892], [-2.820, 1.184, -4.675], [-2.036, 2.307, -2.761], [-3.164, 1.121, -2.020], [-0.718, -1.680, -5.177], [-0.530, -1.551, -3.410], [0.769, -1.001, -4.510], [-0.517, 1.709, -5.977], [0.907, 1.210, -5.050], [-0.285, 2.347, -4.338], [-2.254, 1.475, 4.474], [-1.654, 2.106, 3.212], [-0.372, 2.867, 3.566], [-1.391, 1.052, 2.181], [-1.577, 0.725, 4.897], [-3.202, 0.972, 4.243], [-2.451, 2.230, 5.241], [-2.379, 2.833, 2.814], [0.430, 2.179, 3.875], [-0.010, 3.440, 2.706], [-0.552, 3.567, 4.390], [-0.790, 0.239, 2.618], [-2.292, 0.680, 1.670]],
  "charge": -2,
  "e_lumo_ev": [4.5, 4.5],
  "de_lowest_kcal_mol": 12.1,
  "homo_lumo_gap_ev": [2.133, 2.118],
  "largest_force_ev_per_a": 1.83
}

---

[8]
{
  "formula": "C19H29N7PtS",
  "method": "ωB97M-V/def2-TZVPD",
  "species": ["Pt", "C", "N", "C", "C", "N", "N", "C", "N", "N", "H", "H", "H", "H", "H", "H", "H", "H", "H", "H", "H", "C", "C", "C", "C", "C", "H", "H", "H", "H", "H", "H", "H", "H", "H", "H", "S", "C", "C", "C", "N", "C", "C", "C", "C", "C", "N", "C", "C", "H", "H", "H", "H", "H", "H", "H", "H"],
  "positions_angstrom": [[-0.315, 1.599, 0.015], [4.594, 1.810, -0.034], [3.945, 3.109, -0.051], [4.777, 4.295, 0.018], [2.598, 3.185, -0.096], [1.836, 2.139, -0.208], [2.053, 4.446, -0.024], [0.721, 4.795, 0.010], [0.501, 6.123, 0.003], [-0.234, 3.930, 0.069], [5.667, 1.949, 0.057], [4.416, 1.253, -0.958], [4.266, 1.215, 0.822], [5.821, 4.000, 0.021], [4.596, 4.855, 0.938], [4.626, 4.936, -0.853], [2.361, 1.278, -0.291], [2.702, 5.221, 0.018], [1.240, 6.803, -0.059], [-0.438, 6.479, 0.017], [-1.156, 4.355, 0.084], [-3.015, -0.195, -1.312], [-3.266, 0.603, -0.022], [-4.727, 1.092, -0.018], [-3.057, -0.339, 1.187], [-2.361, 1.779, 0.095], [-3.644, -1.082, -1.315], [-1.972, -0.509, -1.381], [-3.260, 0.400, -2.189], [-5.383, 0.231, -0.137], [-4.914, 1.782, -0.836], [-4.978, 1.586, 0.916], [-3.742, -1.178, 1.100], [-3.262, 0.176, 2.122], [-2.034, -0.717, 1.206], [-2.786, 2.669, 0.550], [1.656, -4.771, -0.049], [1.073, -3.090, 0.004], [0.890, -2.371, -1.181], [0.679, -1.015, -1.100], [0.586, -0.361, 0.078], [0.662, -1.078, 1.218], [0.915, -2.428, 1.226], [0.040, -5.567, 0.003], [-0.562, -5.865, 1.215], [-1.783, -6.532, 1.173], [-2.340, -6.851, 0.030], [-1.794, -6.562, -1.122], [-0.573, -5.898, -1.196], [0.985, -2.849, -2.142], [0.636, -0.402, -1.995], [0.559, -0.524, 2.145], [1.053, -2.945, 2.161], [-0.104, -5.609, 2.157], [-2.306, -6.820, 2.073], [-2.324, -6.870, -2.013], [-0.122, -5.666, -2.148]],
  "charge": 2,
  "e_lumo_ev": -7.7,
  "de_lowest_kcal_mol": 51.5,
  "homo_lumo_gap_ev": 5.839,
  "largest_force_ev_per_a": 5.34
}